(1)
Density functional theory data (ωB97M-V/def2-TZVPD) for C2HF in the gas phase.

HOMO in eV: -10.358
Electronic energy in eV: -4804.0590
Structure (SMILES): C#CF
Frontier orbital gap in eV: 11.1
Largest force on an atom in eV/Å: 6.64

Cartesian coordinates (Å):
C1 -0.36279 0.00135 -0.57338
C2 0.31362 -0.05253 0.51872
F1 1.15001 0.08444 1.50963
H1 -1.10084 -0.03326 -1.45497

=====

(2)
Density functional theory data (ωB97M-V/def2-TZVPD) for 2 unconnected molecules or ions with the total composition C2HF2N3.

HOMO (alpha / beta) in eV: -9.292 / -9.292
Electronic energy in eV: -11989.6386
Frontier orbital gap (alpha / beta) in eV: 9.0 / 9.0
Largest force on an atom in eV/Å: 4.55

Cartesian coordinates (Å):
C1 0.10827 -0.48159 1.46411
C2 -0.78741 1.33897 -0.82937
N1 0.64023 -0.97004 0.53672
N2 0.23771 1.21174 -1.30789
N3 1.49739 -1.12880 -0.31480
F1 -1.00079 -0.80628 2.12576
F2 -1.92432 1.60551 -0.38461
H1 1.22892 -0.76951 -1.28992

=====

(3)
Density functional theory data (ωB97M-V/def2-TZVPD) for 2 unconnected molecules or ions with the total composition C2HF3N2O.

HOMO (alpha / beta) in eV: -10.111 / -10.111
Electronic energy in eV: -15263.9438
Frontier orbital gap (alpha / beta) in eV: 9.0 / 9.0
Largest force on an atom in eV/Å: 3.55

Cartesian coordinates (Å):
C1 -1.22728 1.30578 -0.21571
C2 -0.26606 -0.69997 0.38116
N1 -2.28155 0.81899 -0.61997
N2 -2.83729 -0.17108 -1.15946
O1 -0.93132 -1.48476 -0.21569
F1 -0.87787 2.50395 0.12551
F2 -0.40360 -0.40550 1.74250
F3 -2.43094 -0.34789 -2.43477
H1 0.50590 -0.13400 0.06824

=====

(4)
Density functional theory data (ωB97M-V/def2-TZVPD) for C2HF3N2O in the gas phase.

HOMO in eV: -9.828
Electronic energy in eV: -15267.9175
Structure (SMILES): [H]/N=N\C(=O)C(F)(F)F
Frontier orbital gap in eV: 9.2
Largest force on an atom in eV/Å: 5.21

Cartesian coordinates (Å):
C1 -0.09880 0.20367 0.63271
C2 1.10687 -0.47667 -0.04413
N1 -2.22853 0.30786 -0.44361
N2 -1.37366 -0.31888 0.07506
O1 0.09504 1.04616 1.45722
F1 2.02341 0.41116 -0.38603
F2 1.62219 -1.44187 0.75580
F3 0.79011 -0.96637 -1.21583
H1 -1.93663 1.23495 -0.83120

=====

(5)
Density functional theory data (ωB97M-V/def2-TZVPD) for 2 unconnected molecules or ions with the total composition C2HF3N2O.

HOMO (alpha / beta) in eV: -9.582 / -9.582
Electronic energy in eV: -15264.5540
Frontier orbital gap (alpha / beta) in eV: 9.3 / 9.3
Largest force on an atom in eV/Å: 3.14

Cartesian coordinates (Å):
C1 2.11794 -1.04896 -0.09262
C2 -2.10034 -0.07755 0.00113
N1 1.52182 0.00045 -0.16012
N2 1.35344 1.14807 -0.50991
O1 -1.37238 -0.99683 -0.02410
F1 1.70383 -2.22075 0.25908
F2 -1.64951 1.18117 -0.09775
F3 1.61425 2.07008 0.51772
H1 -3.18905 -0.05569 0.10657

=====

(6)
Density functional theory data (ωB97M-V/def2-TZVPD) for a molecular structure, C2HF3O.

HOMO in eV: -11.506
Electronic energy in eV: -12287.7225
Frontier orbital gap in eV: 10.5
Largest force on an atom in eV/Å: 4.81

Cartesian coordinates (Å):
C1 -0.84796 -0.43885 -0.08440
C2 0.58127 0.21227 -0.10279
O1 -1.81729 -0.09992 -0.62957
F1 0.60188 1.64579 0.97351
F2 1.42496 -0.61183 0.51672
F3 0.84030 0.73391 -1.23767
H1 -0.78316 -1.44138 0.56421